Formula: C42H35ClN6O5SW
Source: OMol25
Level of theory: ωB97M-V/def2-TZVPD

The geometry in XYZ format:
```
91
Properties=species:S:1:pos:R:3:forces:R:3
W 0.3204 0.3921 -0.1155 1.1 1.1 0.2
Cl 2.2745 7.0951 0.8419 0.0 0.0 0.0
C 1.9964 5.3741 0.9426 0.0 0.0 0.0
C 1.6275 4.8187 2.1626 0.0 0.0 0.0
C 1.4235 3.4485 2.2333 0.1 0.0 0.0
C 1.5750 2.6361 1.1198 0.1 0.0 -0.1
O 1.4392 1.3037 1.2558 -0.3 -0.1 0.0
C 1.9088 3.2090 -0.1444 0.0 0.1 0.1
C 2.0484 2.4669 -1.3409 0.2 -0.2 -0.1
N 1.6130 1.1770 -1.4960 -0.2 -0.1 0.0
C 1.9665 0.3831 -2.5584 0.1 -0.1 0.0
C 2.9211 0.6797 -3.5190 0.0 0.0 0.1
C 3.2508 -0.2518 -4.5170 0.0 0.0 0.0
C 2.6599 -1.4840 -4.5871 0.0 0.0 0.0
C 1.6716 -1.8246 -3.6332 -0.1 0.0 -0.1
C 0.9902 -3.0613 -3.6244 0.0 0.0 0.0
C 0.0113 -3.3097 -2.7028 0.0 0.0 0.0
C -0.2813 -2.3275 -1.7476 0.0 0.0 -0.1
N 0.3586 -1.1762 -1.7126 0.0 0.2 0.1
C 1.3185 -0.8919 -2.6427 0.0 0.1 0.0
C 2.1396 4.6037 -0.1840 0.0 0.0 0.0
H 1.5123 5.4465 3.0345 0.0 0.0 0.0
H 1.1538 2.9778 3.1702 0.0 0.0 0.0
H 2.4953 2.9490 -2.2008 -0.1 0.0 0.0
H 3.4482 1.6218 -3.4865 0.0 0.0 0.0
H 4.0121 0.0180 -5.2379 0.0 0.0 0.0
H 2.9355 -2.2027 -5.3471 0.0 0.0 0.0
H 1.2526 -3.8083 -4.3638 0.0 0.0 0.0
H -0.5257 -4.2467 -2.6803 0.0 0.0 0.0
H -1.0360 -2.4903 -0.9886 0.0 0.0 0.0
H 2.4114 5.0700 -1.1220 0.0 0.0 0.0
O 4.2085 -1.9233 -0.9556 -0.1 0.1 0.0
C 3.7465 -3.1200 -0.5539 0.0 0.0 0.0
C 4.4643 -4.2454 -0.9686 0.0 0.0 0.0
C 4.0580 -5.5082 -0.5966 0.0 0.0 0.0
C 2.9252 -5.6866 0.1975 0.0 0.0 0.0
C 2.2098 -4.5810 0.6036 0.0 0.0 0.0
C 2.5979 -3.2876 0.2398 0.1 0.1 0.0
C 1.7650 -2.1264 0.6199 -0.2 -0.1 0.1
O 2.1159 -0.9477 0.2364 -0.2 -0.2 -0.1
N 0.6533 -2.3591 1.2805 0.0 0.0 0.0
N -0.1136 -1.1966 1.3849 0.3 0.2 0.3
C -0.7409 -1.0342 2.4913 -0.3 -0.1 -0.2
C -1.6345 0.1079 2.7256 0.1 0.1 0.0
C -1.4897 0.7741 3.9416 0.1 0.1 -0.1
C -2.0612 2.0183 4.1470 0.0 0.0 0.0
C -2.7615 2.6196 3.1117 0.0 0.0 0.0
C -2.9921 1.9354 1.9282 0.0 0.0 0.0
C -2.4967 0.6512 1.7577 -0.1 0.1 0.1
O -0.7450 1.7094 -0.0354 -0.2 -0.7 -0.1
H 3.5970 -1.2407 -0.6025 0.0 0.0 0.0
H 5.3415 -4.0893 -1.5823 0.0 0.0 0.0
H 4.6289 -6.3680 -0.9246 0.0 0.0 0.0
H 2.6125 -6.6790 0.4916 0.0 0.0 0.0
H 1.3235 -4.6893 1.2136 0.0 0.0 0.0
H -0.5221 -1.7239 3.3028 -0.1 -0.1 -0.1
H -0.8671 0.3285 4.7079 0.0 0.0 0.0
H -1.9249 2.5299 5.0896 0.0 0.0 0.0
H -3.1372 3.6283 3.2200 0.0 0.0 0.0
H -3.5192 2.4183 1.1156 -0.1 0.0 0.1
C -5.5155 3.0792 -1.6169 0.0 0.0 0.0
C -5.9146 1.6172 -1.4960 0.0 -0.1 0.0
N -5.1128 0.9269 -0.4817 0.2 0.3 0.1
C -5.7378 0.7370 0.8259 -0.2 -0.1 -0.1
C -6.5328 -0.5590 0.8860 0.0 0.0 0.0
C -3.9121 0.4424 -0.8453 -0.1 -0.2 0.1
S -2.9292 -0.4173 0.4084 0.2 -0.4 -0.4
N -3.6153 0.3367 -2.0883 -0.1 0.4 0.0
C -2.4382 0.2016 -2.7683 0.3 -0.4 -0.1
O -1.3678 0.7185 -2.4962 -0.4 0.2 0.1
C -2.5434 -0.6483 -4.0030 0.1 0.0 0.0
C -1.4570 -0.6688 -4.8739 0.0 0.0 0.0
C -1.4785 -1.4844 -5.9928 0.0 0.0 0.0
C -2.5824 -2.2893 -6.2438 0.0 0.0 0.0
C -3.6679 -2.2713 -5.3786 0.0 0.0 0.0
C -3.6516 -1.4477 -4.2631 0.0 0.0 0.0
H -6.1239 3.5799 -2.3702 0.0 0.0 0.0
H -4.4691 3.1615 -1.9116 0.0 0.0 0.0
H -5.6513 3.6021 -0.6685 0.0 0.0 0.0
H -5.7806 1.1034 -2.4459 0.0 0.0 0.0
H -6.9590 1.5148 -1.1991 0.0 0.0 0.0
H -6.4014 1.5905 0.9799 0.1 0.0 0.0
H -4.9991 0.7771 1.6181 0.0 -0.1 0.0
H -7.3057 -0.5811 0.1162 0.0 0.0 0.0
H -7.0209 -0.6565 1.8563 0.0 0.0 0.0
H -5.8774 -1.4182 0.7439 0.0 0.0 0.0
H -0.6021 -0.0418 -4.6562 0.0 0.0 0.0
H -0.6322 -1.4947 -6.6679 0.0 0.0 0.0
H -2.5991 -2.9282 -7.1176 0.0 0.0 0.0
H -4.5276 -2.8987 -5.5755 0.0 0.0 0.0
H -4.4931 -1.4241 -3.5835 0.0 0.0 0.0
```
Forces are in eV/Å.

As for the molecular weight: 955.14 u. As for the expectation value of S²: 2.05. As for the spin multiplicity: 3. The calculation puts the HOMO-LUMO gap (alpha / beta) at 4.994 / 6.923 eV. Its HOMO energy (alpha / beta) is -5.45 / -7.66 eV.